Computed, not measured: C29H26AlO2PTe4 as an isolated structure, with wB97M-V/def2-TZVPD.

The net charge is -2. The HOMO energy comes out at -0.80 eV. For the energy above the lowest of the compared OMol25 structures with the same formula, charge and spin, the calculation gives 0.038 eV. As for the strongest force on any atom: 0.0024 hartree/bohr. The orbital gap is 4.51 eV.

Last column: Löwdin charge in e.
Atoms and positions in Å:
Al1 -2.537 0.984 1.392  -0.242
Te1 -5.567 0.169 2.576  0.591
Te2 -7.726 -1.221 1.613  -0.232
Te3 -9.067 0.332 -0.143  -0.497
Te4 -2.162 2.702 3.071  0.133
O1 -2.557 0.638 -1.810  0.090
C1 -1.518 0.505 -1.197  -0.566
O2 -1.321 0.813 0.054  -0.099
C2 -0.312 -0.109 -1.873  -0.136
C3 -0.556 -1.241 -2.646  -0.035
C4 0.486 -1.934 -3.235  -0.084
C5 1.788 -1.475 -3.081  -0.094
C6 2.028 -0.319 -2.357  -0.104
C7 0.991 0.377 -1.732  -0.289
P1 1.251 1.978 -0.848  1.161
C8 2.035 1.439 0.719  -0.371
C9 1.434 1.879 1.892  -0.115
C10 1.971 1.540 3.130  -0.088
C11 3.126 0.780 3.199  -0.104
C12 3.735 0.335 2.028  -0.114
C13 3.186 0.652 0.797  -0.116
C14 2.705 2.618 -1.780  -0.381
C15 3.840 3.130 -1.154  -0.095
C16 4.851 3.736 -1.892  -0.100
C17 4.747 3.843 -3.270  -0.115
C18 3.614 3.348 -3.906  -0.100
C19 2.606 2.752 -3.168  -0.113
H1 -1.580 -1.567 -2.768  0.116
H2 0.285 -2.825 -3.818  0.098
H3 2.614 -2.003 -3.543  0.094
H4 3.040 0.061 -2.293  0.095
H5 0.517 2.458 1.859  0.007
H6 1.456 1.870 4.024  0.099
H7 3.550 0.517 4.161  0.095
H8 4.632 -0.272 2.079  0.094
H9 3.664 0.297 -0.109  0.095
H10 3.939 3.054 -0.079  0.098
H11 5.724 4.124 -1.381  0.095
H12 5.537 4.311 -3.844  0.090
H13 3.515 3.431 -4.982  0.095
H14 1.724 2.376 -3.677  0.108
C20 -4.183 -2.802 2.106  -0.118
C21 -3.529 -1.849 1.094  -0.569
C22 -3.874 -2.365 -0.306  -0.059
C23 -4.015 -0.350 1.165  -0.648
C24 -2.027 -1.895 1.371  -0.204
C25 -1.551 -1.339 2.564  -0.088
C26 -0.192 -1.264 2.832  -0.067
C27 0.727 -1.767 1.922  -0.087
C28 0.269 -2.352 0.751  -0.073
C29 -1.093 -2.419 0.484  -0.037
H15 -5.258 -2.866 1.935  0.001
H16 -4.024 -2.471 3.132  0.054
H17 -3.746 -3.800 1.990  0.085
H18 -4.957 -2.318 -0.430  0.081
H19 -3.559 -3.404 -0.450  0.081
H20 -3.424 -1.742 -1.085  0.070
H21 -4.482 -0.103 0.209  0.023
H22 -2.256 -0.936 3.286  0.105
H23 0.145 -0.781 3.740  0.105
H24 1.788 -1.678 2.113  0.086
H25 0.975 -2.726 0.017  0.100
H26 -1.422 -2.855 -0.449  0.096